DFT (wB97M-V/def2-TZVPD) results for an isolated molecule of C5H7NO2 at a distorted geometry.

**DFT total energy**: -399.89694 a.u.
**Charge**: 0
**Maximum force**: 3.0 eV/Å
**HOMO**: -9.64 eV
**Energy relative to the best compared isomer or geometry (same formula, charge and spin)**: 1.867 eV
**SMILES**: C#C[C@](C)(N)C(=O)O

Last column: natural (NBO) charge in e.
Atoms and positions in Å:
1 C 0.091 0.232 -0.108  -0.10
2 N 0.065 1.567 -0.720  -0.82
3 H -0.868 1.830 -0.907  0.37
4 H -3.024 -1.609 -1.064  0.25
5 C -1.028 -0.558 -0.626  -0.04
6 O 2.284 0.078 -1.113  -0.56
7 C 1.435 -0.461 -0.470  0.80
8 C 0.015 0.448 1.381  -0.59
9 C -2.089 -1.102 -0.904  -0.22
10 H 0.803 1.088 1.741  0.24
11 O 1.617 -1.643 0.079  -0.65
12 H -0.914 0.943 1.644  0.23
13 H 0.862 -1.892 0.620  0.49
14 H 0.716 1.575 -1.533  0.40
15 H 0.036 -0.494 1.982  0.19

Atomic forces in eV per Å
0.4 0.8 -1.1
2.2 -0.6 -0.3
-0.8 0.4 -0.6
0.4 0.2 -0.1
-2.6 -1.5 -0.1
0.1 -0.1 -0.4
-0.3 1.4 0.2
-0.5 -1.1 1.5
1.8 0.8 0.6
0.5 0.1 -0.2
0.4 -0.9 0.2
-0.2 0.0 -0.2
-0.2 -0.1 0.0
-1.1 0.2 0.7
0.0 0.5 -0.5